# 1
The following is a quantum chemistry calculation of a cluster of 9 separate species, C40H34BN8O18 in total in a non-equilibrium geometry, from OMol25.

Output
Highest occupied orbital energy: -7.687 eV
Total energy: -3361.72353 Eh
Charge: -1
Kohn-Sham gap: 8.487 eV
E_LUMO: 0.80 eV

The geometry in XYZ format:
```
101
Properties=species:S:1:pos:R:3:forces:R:3
O 6.54264 -18.49563 -17.06041 0.05 -0.28 -0.02
H 16.35971 -16.86551 -13.69043 0.03 0.18 0.08
O 13.99173 -23.53380 -11.62572 -0.25 -0.39 -0.31
H 8.92368 -17.23416 -12.81989 0.12 -0.22 0.06
C 18.09866 -15.62184 -13.67143 -0.26 -0.32 0.22
C 9.19778 -20.84225 -16.56342 -1.36 0.81 -0.22
H 12.38095 -14.12167 -7.38359 -0.65 0.03 -0.09
H 12.24294 -19.54159 -15.69392 0.07 -0.29 -0.20
H 10.65370 -21.67999 -8.66730 0.05 -0.14 0.01
H 14.17369 -18.63727 -16.40575 0.17 0.18 -0.29
H 8.63244 -17.59304 -16.91159 0.23 0.41 0.62
H 17.06569 -16.41376 -15.26924 -0.22 -0.12 0.02
C 12.13876 -22.13650 -10.15519 0.70 0.02 -0.67
C 12.57073 -20.31481 -11.66706 1.60 -0.79 -1.03
C 16.80988 -9.49688 -10.26181 0.11 0.44 0.21
C 11.18289 -21.32774 -9.54149 0.24 0.13 0.37
H 15.32338 -9.12378 -8.81250 0.17 0.15 0.12
H 9.78619 -15.61555 -8.98247 -0.36 0.30 0.14
C 11.66243 -19.50957 -11.05198 -1.00 -0.03 0.30
H 15.80357 -7.68935 -9.79267 0.09 0.02 0.11
H 13.98320 -16.81881 -10.19198 -0.10 -0.20 -0.01
H 8.65636 -21.75328 -16.77795 0.28 -0.18 0.22
O 16.83944 -13.21236 -10.94536 -0.49 0.11 0.28
H 11.26335 -16.06587 -6.18870 0.21 0.19 0.13
N 17.46522 -11.08338 -13.41696 0.33 -0.24 -0.05
C 10.97607 -20.00806 -9.94278 0.21 -0.41 -0.41
O 17.13460 -17.34304 -18.58015 0.02 0.30 -0.23
H 13.18008 -19.94862 -12.48836 -0.25 0.13 -0.02
C 16.26154 -18.61894 -16.89487 0.45 -1.61 0.35
C 6.81362 -16.56782 -10.24814 -0.96 -0.55 0.18
O 12.06688 -17.20782 -13.01398 0.02 -0.12 -0.42
C 12.40125 -15.12930 -7.77873 0.61 0.14 -0.13
O 6.59053 -20.61438 -17.45899 0.00 0.01 0.04
N 7.10478 -19.57780 -17.08290 -0.36 0.04 0.09
H 15.41210 -9.47023 -15.13536 -0.17 -0.17 -0.43
C 13.38774 -16.66617 -9.30089 0.51 -0.29 -0.73
O 13.35871 -15.57628 -12.22560 -0.20 0.40 -0.10
C 17.59907 -20.14532 -15.60933 0.10 0.42 0.25
C 12.98541 -17.75917 -8.54716 0.09 0.17 0.04
C 15.22125 -20.01505 -15.20255 0.73 0.50 -0.28
C 15.23001 -10.42144 -14.64669 1.19 -0.85 1.14
H 16.52523 -21.15151 -14.01421 0.30 -0.11 -0.13
O 11.99956 -19.75842 -6.93614 0.45 -0.32 -0.49
C 10.59346 -18.37268 -16.32719 -2.03 -0.07 0.53
C 16.48332 -10.81983 -13.94316 -0.80 0.74 -0.32
O 14.58744 -11.38320 -11.50545 -0.42 -0.05 -0.02
H 11.02179 -17.38388 -16.26969 0.52 -0.19 0.00
C 11.22412 -19.57111 -16.05620 -0.01 0.65 -0.13
C 10.53083 -20.75737 -16.25313 0.91 -1.04 0.95
C 13.12393 -15.36137 -8.95356 -0.47 -0.32 0.60
O 14.82669 -21.72936 -12.39672 0.05 0.60 -0.76
C 8.48791 -19.63716 -16.63709 2.19 0.35 -0.22
H 18.34482 -18.92585 -17.24270 0.11 -0.08 0.10
O 15.53030 -14.66837 -12.02854 -0.48 -0.41 -0.85
H 15.03946 -11.29135 -15.27334 -0.48 0.49 -0.51
C 14.67351 -12.53039 -11.84496 0.69 0.30 0.17
B 14.27393 -14.59610 -12.82727 1.70 1.00 1.21
N 17.77863 -9.99536 -10.62230 -0.03 0.08 0.18
H 6.49087 -17.52408 -12.09117 0.17 0.08 -0.30
H 11.45266 -18.54950 -11.50528 0.13 0.06 0.41
H 18.58275 -20.48824 -15.31804 -0.07 -0.27 -0.07
H 14.80748 -9.00310 -10.46564 0.01 0.12 -0.03
C 16.47274 -20.49156 -14.87167 0.02 -0.67 0.49
O 13.85676 -13.19354 -12.62638 -1.27 -0.15 -0.72
N 7.20243 -15.51415 -8.05852 -0.36 -0.25 0.36
C 12.84620 -21.61497 -11.23403 -1.28 1.61 0.40
C 12.88049 -16.33774 -13.16983 -0.49 0.33 0.29
H 13.46711 -14.57506 -9.60959 0.07 0.19 0.22
C 9.49118 -16.44068 -10.88930 -0.60 0.20 -0.55
H 13.27246 -18.74541 -8.88282 -0.12 -0.08 0.32
C 15.63093 -8.76093 -9.79117 -0.27 -0.75 -0.46
H 17.87812 -17.60046 -14.24545 -0.10 -0.05 -0.01
H 10.31231 -19.36215 -9.38413 -0.18 -0.09 -0.04
C 9.20300 -18.43487 -16.53732 -0.43 -0.11 -1.29
N 13.93803 -22.34008 -11.85073 0.46 -0.79 1.39
O 5.99735 -15.38665 -7.92555 0.14 -0.02 -0.27
C 15.82416 -13.47696 -11.51089 1.21 -0.25 0.17
C 13.54299 -15.91529 -14.48882 0.78 -0.75 -0.01
H 12.48935 -23.11168 -9.84287 -0.64 -0.08 0.37
O 11.19868 -18.34958 -5.55586 -0.08 0.27 0.31
O 8.00246 -15.27328 -7.18065 0.38 0.09 -0.11
C 15.14876 -19.06000 -16.20159 -1.25 0.56 -0.23
H 14.34380 -20.33811 -14.66231 -0.02 0.06 0.02
O 13.37030 -16.56322 -15.47760 0.05 0.44 -0.74
N 16.11012 -17.69844 -18.03518 0.07 -0.54 0.57
H 5.76752 -16.67815 -9.99072 0.07 0.18 0.11
C 11.90945 -16.19481 -7.04539 0.01 -0.85 0.25
H 14.44723 -10.31703 -13.89819 -0.09 -0.03 -0.06
C 17.50062 -19.23286 -16.64176 -0.55 0.91 -0.43
C 7.23823 -17.05629 -11.46630 0.76 0.21 -0.09
H 11.06728 -21.67269 -16.02239 -0.04 -0.06 -0.30
C 9.02009 -15.94192 -9.67817 1.77 -0.50 0.50
N 18.80001 -14.83356 -13.22789 0.25 0.26 0.03
O 14.42589 -14.93031 -14.27299 -1.31 -0.70 0.67
C 8.59516 -16.94851 -11.83010 -0.60 0.05 0.54
H 10.54731 -16.38438 -11.11698 0.01 0.05 -0.01
C 12.23589 -17.51752 -7.40660 0.24 1.23 -0.82
N 11.79612 -18.61988 -6.57832 -0.74 -0.11 0.56
C 17.28151 -16.68886 -14.23724 0.35 0.11 -0.31
O 14.98368 -17.40418 -18.35882 -0.03 0.27 -0.23
C 7.70244 -16.03841 -9.33656 -0.38 0.35 -0.57
```
Forces are in eV/Å.

=====

# 2
The following is a quantum chemistry calculation of a cluster of 4 separate species, C3H12O4 in total in a non-equilibrium geometry, from OMol25.

Output
Highest occupied orbital energy: -9.619 eV
SMILES: C=C(C)O.O.O.O
Energy relative to the best compared isomer or geometry (same formula, charge and spin): 26.0 kcal/mol
Total energy: -422.41996 Eh
Kohn-Sham gap: 9.970 eV
E_LUMO: 0.35 eV

The geometry in XYZ format:
```
19
Properties=species:S:1:pos:R:3:forces:R:3
H 1.30070 -3.43495 0.01199 -0.81 0.24 1.05
H 1.59887 -4.70255 -0.78922 -0.18 -0.39 0.11
O -0.36301 0.52042 1.28399 1.10 -0.97 -0.56
H -0.64761 -1.21135 -1.53708 -0.11 -0.13 0.04
H 2.04525 0.53672 0.24699 0.24 -0.19 0.07
O -0.20467 2.61534 -1.43262 -0.44 -0.09 0.07
H -0.00912 2.59249 -0.48802 -0.06 -0.01 -0.10
C 0.03394 -0.19563 0.13072 -1.30 0.09 -0.84
H 1.58374 -0.10032 -1.33266 0.04 -0.06 -0.04
H 1.84380 -1.25474 -0.01539 0.57 0.14 0.04
H 0.13769 0.03263 1.94915 -0.18 0.61 0.74
O -2.55772 2.58358 1.87782 -0.21 -0.34 -0.23
H -1.12488 2.30433 -1.49662 0.53 0.14 0.06
H -2.00192 3.34406 2.04956 0.22 0.03 -0.05
H -1.97196 -0.76008 -0.31601 0.00 0.09 0.15
O 1.77509 -3.76867 -0.72438 0.93 0.13 -1.15
H -2.00769 1.91893 1.43417 0.04 0.25 0.33
C 1.49807 -0.25457 -0.26108 -0.95 0.28 0.48
C -0.92856 -0.76565 -0.59130 0.57 0.18 -0.16
```
Forces are in eV/Å.

=====

# 3
The following is a quantum chemistry calculation of a cluster of 2 separate species, C29H41BN3O7P2S in total in a non-equilibrium geometry, from OMol25.

Output
Highest occupied orbital energy: -11.410 eV
Total energy: -2926.20038 Eh
Charge: +1
Kohn-Sham gap: 7.269 eV
E_LUMO: -4.14 eV

The geometry in XYZ format:
```
84
Properties=species:S:1:pos:R:3:forces:R:3
C 6.63770 2.20762 0.36481 0.31 0.53 0.03
H 5.42700 -1.30405 -0.52627 -0.02 -0.03 0.04
H 3.00133 4.46742 0.43113 -0.04 -0.04 0.15
H 3.51339 -0.99337 0.56421 -0.30 -0.06 0.27
H 1.37503 -5.08875 3.76571 -0.01 0.00 0.25
H -1.09934 -5.02711 2.33273 -0.04 0.08 0.04
H 1.88699 -4.59966 1.67331 0.09 0.23 -0.09
S -0.36036 -4.58864 -2.05699 -0.17 0.23 -0.02
H 7.00502 3.19953 0.59542 -0.11 0.04 0.09
H -1.42436 0.02423 -1.41451 0.00 -0.09 -0.19
H -2.56834 -3.27378 -0.95690 -0.09 0.12 0.64
H -0.38595 1.62055 1.56149 -0.03 -0.04 0.05
C -0.69778 -1.27144 0.04589 -0.07 0.36 -0.14
O 1.39969 0.82936 3.35877 -0.07 -0.29 -0.22
C 4.91205 0.56317 0.38373 0.00 -0.12 0.33
H -1.26436 1.37965 0.08737 -0.07 -0.22 0.00
H -5.73074 1.90288 -6.24601 0.04 -0.08 0.07
P -1.35172 -3.84683 -0.59728 1.17 -1.07 -1.30
C 1.01256 -0.68430 1.59351 0.23 -0.26 -0.25
C 0.57571 -2.97959 1.13298 0.21 -0.30 -0.04
C 0.84979 -4.44333 1.37881 -0.55 -0.16 0.22
O 2.05646 -2.60490 4.17555 0.08 0.60 -0.16
C 5.34956 1.84145 0.70983 0.02 -0.28 -0.11
C 1.30387 -2.03843 1.81964 0.25 0.58 0.07
H -3.15792 0.58220 0.03917 0.14 0.01 0.13
C -8.00226 1.71536 -0.76230 -0.11 -0.12 0.42
C -6.13330 2.35707 -5.34517 0.15 0.12 -0.11
H -7.79080 4.48876 -2.06522 -0.05 0.01 -0.01
C 0.75592 1.97658 -0.18433 0.22 0.20 0.09
H 8.49435 1.64218 -0.57691 0.01 0.15 0.08
H -7.81637 0.75438 -0.28922 0.11 0.01 -0.05
N -3.47843 -1.25883 0.98646 0.37 0.41 -0.22
C 1.49220 2.92997 0.50889 0.03 0.17 0.44
O -6.23513 3.22013 -2.57454 -0.13 -0.11 -0.27
H -8.00100 3.68260 -3.62738 -0.05 0.05 0.04
H -3.51417 -2.24620 0.77878 -0.16 -0.06 0.23
C 3.94451 -2.74106 2.55338 0.02 -0.22 0.16
H 4.13912 -3.77768 2.85553 -0.05 -0.08 -0.16
H 5.12486 -2.38760 4.34248 -0.10 0.02 0.06
H 7.68984 -0.63586 -1.14798 0.12 0.03 0.04
P -6.43134 1.60905 -2.80411 3.16 2.78 3.32
H -3.90479 -0.63683 -0.92848 -0.05 0.25 -0.03
B 2.44220 -2.45450 2.88243 0.04 -0.35 0.05
O -7.92294 1.58788 -2.18921 -0.46 -0.98 -2.58
H 2.85862 0.53558 -0.06998 -0.24 -0.07 0.12
H 4.68856 2.52590 1.22069 0.02 0.06 0.06
C 2.45398 3.70955 -0.11186 -0.02 0.04 -0.48
H -6.80983 4.98353 -3.45927 0.05 0.00 0.03
H -7.29656 2.45807 -0.39387 0.06 -0.03 -0.07
C 0.00409 -0.27689 0.72424 0.03 -0.13 0.07
H 2.18015 2.47643 -3.22203 -0.14 -0.18 -0.03
H 4.43453 -0.91967 3.70967 0.17 0.17 -0.19
H 4.19021 -2.68838 1.49346 0.00 0.05 -0.03
C 7.06183 0.06412 -0.61593 -0.29 0.20 0.01
O 3.10737 0.52670 1.99202 -0.38 -0.41 -0.17
C 5.77193 -0.30838 -0.26743 0.01 -0.27 -0.12
H 1.31258 3.08073 1.56746 -0.07 -0.04 0.02
H -7.21982 2.33748 -5.40194 -0.01 -0.02 -0.03
C -0.03259 -4.92390 2.53606 0.12 -0.15 -0.04
H 0.46564 1.07493 -2.12195 -0.02 0.00 -0.02
C 1.97607 2.58154 -2.16448 0.28 0.27 -0.50
H -5.78587 3.38729 -5.27920 -0.02 -0.01 0.08
C -0.30583 1.19486 0.56039 0.11 0.22 0.03
H 0.69003 -5.04097 0.48030 0.00 -0.03 -0.01
O -5.56817 0.80729 -1.92114 -0.17 -0.38 -0.30
N -0.40827 -2.58721 0.26558 -0.66 0.25 0.38
C 1.01214 1.80994 -1.54219 -0.09 -0.21 0.10
H -1.94817 -1.59690 -1.69859 0.04 -0.04 0.00
C 7.49421 1.34277 -0.29739 0.02 -0.44 -0.16
H 5.84275 -1.70436 2.91837 -0.07 0.23 -0.12
C 2.69187 3.54480 -1.47033 -0.07 -0.05 0.52
C -7.27242 4.13623 -2.95673 0.13 -0.01 0.22
C -3.11706 -0.47735 -0.19226 -0.53 -0.92 -0.31
C -1.78299 -0.87115 -0.90866 0.12 0.57 0.19
C 4.88969 -1.86292 3.41772 -0.02 -0.36 0.20
N 0.36158 -5.20280 3.69772 0.09 -0.03 -0.22
O -5.63593 1.60756 -4.21466 -2.59 -1.27 -0.57
H 3.42714 4.16970 -1.95628 0.01 -0.08 -0.15
H 1.22962 -2.15071 4.37892 -0.16 -0.34 0.19
H -9.01715 2.03749 -0.53987 -0.01 -0.01 -0.14
H -1.57097 -4.79297 0.40400 -0.38 0.48 0.32
C 1.84551 0.30685 2.37140 0.09 0.67 0.37
H -2.85088 -1.08154 1.76056 -0.07 -0.17 0.12
C 3.51462 0.08744 0.67829 0.58 0.49 -0.74
```
Forces are in eV/Å.